[1]
85
Properties=species:S:1:pos:R:3 method="wB97M-V/def2-TZVPD" gap_ev=5.4 molar_mass_da=721.5 lumo_ev=-6.509 max_force_ev_per_a=2.46 homo_energy_ev=-11.861 charge=+2 de_lowest_kcal_mol=0.0
Ga 13.36786 9.10027 14.53587
C 14.05731 12.53010 11.81618
C 13.16260 13.47412 12.35325
C 12.35824 13.09773 13.42708
C 12.40410 11.81194 13.88677
N 13.26425 10.89266 13.40959
C 14.06533 11.25505 12.36418
C 11.43284 11.25304 14.88503
C 10.21454 11.79820 15.18514
C 9.29182 11.08343 15.94227
C 9.63913 9.81826 16.40934
C 10.91609 9.32373 16.08584
N 11.75896 10.06618 15.37162
C 11.37998 7.99725 16.50653
C 10.65690 7.07694 17.25479
C 11.27356 5.85823 17.65952
C 12.57734 5.60860 17.28063
C 13.18812 6.54612 16.40100
N 12.61101 7.64287 16.03446
H 14.65239 12.76616 10.95202
H 13.04669 14.48352 11.94194
H 11.66205 13.83806 13.77378
H 14.68138 10.47568 11.86412
H 9.78736 12.75852 14.84156
H 8.32102 11.48358 16.17986
H 8.91370 9.25306 17.00144
H 9.62745 7.19443 17.50624
H 10.66901 5.11430 18.21685
H 13.16515 4.80727 17.66880
H 14.14864 6.29819 15.92896
C 8.07910 10.89755 6.32424
O 9.38218 10.60203 6.67843
C 9.64371 9.44696 7.26011
C 10.94556 9.26784 7.74689
C 11.33637 8.00621 8.20729
C 10.45860 6.94500 8.26205
C 9.19436 7.13398 7.68721
C 8.80472 8.36372 7.21190
N 10.68821 5.59753 8.62326
N 11.48971 5.19731 9.47347
C 12.17051 6.02352 10.45552
C 13.45653 5.66488 10.77400
C 14.19262 6.26086 11.75920
C 13.59406 7.16583 12.59988
O 14.24832 7.80801 13.63074
C 12.28154 7.53728 12.35192
N 11.76571 8.48979 13.15754
C 10.49569 8.80275 13.02360
C 9.61772 8.11880 12.13525
C 10.12130 7.18796 11.30172
C 11.51170 6.89475 11.31184
H 8.14772 11.91609 5.90476
H 7.41401 10.90802 7.21140
H 7.67504 10.19889 5.60708
H 11.58959 10.11227 7.65556
H 12.33708 7.83754 8.57195
H 8.44498 6.33018 7.67067
H 7.82254 8.43176 6.73938
H 13.90811 4.89640 10.12308
H 15.23239 5.96557 11.94443
H 10.07610 9.60736 13.63609
H 8.58037 8.35716 12.24174
H 9.54583 6.57510 10.65978
C 15.74443 11.17480 15.04911
N 16.70483 11.77318 15.93294
C 16.08341 12.27425 17.12826
N 15.29651 11.21296 17.81158
C 14.31933 10.64243 16.96060
N 14.94334 10.01707 15.71507
C 16.00096 9.04214 16.21464
N 16.97914 9.63540 17.10088
C 17.69335 10.70388 16.35850
C 16.25067 10.14129 18.22463
H 16.31144 10.72216 14.19696
H 15.04748 11.91592 14.76014
H 15.42339 13.15524 16.90427
H 16.89156 12.56176 17.82360
H 13.59454 11.38396 16.59623
H 13.77560 9.86844 17.52332
H 16.51937 8.61702 15.33982
H 15.42465 8.27544 16.70442
H 18.24008 10.42050 15.48155
H 18.42600 11.18501 17.03796
H 16.92080 10.55507 19.00361
H 15.67288 9.34928 18.73592



[2]
68
Properties=species:S:1:pos:R:3 method="wB97M-V/def2-TZVPD" gap_ev=8.6 molar_mass_da=540.5 lumo_ev=-3.945 max_force_ev_per_a=7.49 homo_energy_ev=-12.518 charge=+1
C -3.44015 0.25256 6.73938
C -2.96147 -1.24792 6.28514
C -1.89332 -1.95872 7.35332
C -2.40488 -1.36657 4.74776
C -1.36917 -0.18183 4.28824
N 0.02597 -0.64769 3.93572
C 1.34982 -0.00108 4.37822
N 1.53471 1.12955 5.18427
N 2.59376 -0.70345 3.79840
C 1.93207 -1.82670 2.97799
F 2.69296 -2.84451 2.17654
N 0.40705 -1.70370 3.12321
N -0.36433 -2.61620 2.42094
H -4.62488 0.26575 6.87637
H -3.01126 0.45175 7.83455
H -3.18093 1.10983 5.98543
H -3.93478 -1.93704 6.33943
H -1.49888 -2.93275 6.83300
H -1.04459 -1.22535 7.69567
H -2.57417 -2.32544 8.25991
H -1.84173 -2.40507 4.65464
H -3.28903 -1.40281 3.95084
H -1.24406 0.69304 5.07564
H -1.81089 0.32385 3.30115
H 2.44441 1.66930 5.11838
H 0.75849 1.47441 5.79723
H -1.36599 -2.33350 2.34582
H -0.00300 -2.54745 1.42204
C 0.30377 -1.20422 -2.30348
C 0.75803 -2.61475 -2.49600
O -0.01827 -3.33735 -1.55935
C -1.13735 -2.59483 -1.31442
O -2.10381 -2.99258 -0.68559
O -1.03411 -1.35025 -1.86563
H 0.34765 -0.62268 -3.22842
H 0.87465 -0.68313 -1.52782
H 0.53995 -2.99073 -3.50117
H 1.82534 -2.73947 -2.29368
C 1.04158 2.58398 -6.38137
C 1.67017 2.62299 -5.02625
O 1.39641 1.33699 -4.50339
C 1.19795 0.50876 -5.57030
O 1.10668 -0.70503 -5.49232
O 1.11603 1.21570 -6.73520
H 1.57769 3.20176 -7.10702
H -0.01033 2.88769 -6.36339
H 2.75541 2.76233 -5.07260
H 1.23888 3.40046 -4.38970
C -3.84700 2.97212 -6.17757
C -4.49304 4.28637 -5.88027
O -3.52279 4.95639 -5.09810
C -2.31402 4.39994 -5.40287
O -1.23883 4.84709 -5.03993
O -2.46547 3.27905 -6.16717
H -4.14761 2.57068 -7.14923
H -4.04842 2.22276 -5.40494
H -4.68411 4.87258 -6.78534
H -5.42857 4.17411 -5.32542
C 4.52440 -1.01915 0.45853
C 5.79427 -1.74039 0.14193
O 5.73806 -1.89680 -1.26323
C 4.91274 -0.91883 -1.73874
O 4.77039 -0.65209 -2.92038
O 4.26874 -0.27813 -0.71980
H 4.62706 -0.35388 1.32022
H 3.68759 -1.70317 0.63447
H 6.68310 -1.15381 0.39728
H 5.85545 -2.71274 0.63836



[3]
63
Properties=species:S:1:pos:R:3 method="wB97M-V/def2-TZVPD" gap_ev=8.1 molar_mass_da=560.7 lumo_ev=-0.779 max_force_ev_per_a=0.87 homo_energy_ev=-8.842 smiles="COCCCCCCCC[C@]1(S(=O)(=O)F)OC(=O)O[C@@]1(CCCSC(=S)n1ccnc1)[PH2]=S" charge=0
C 1.81091 -4.62292 -0.48129
O 2.80324 -3.90254 -1.18363
C 2.83224 -2.51464 -0.95059
C 3.49782 -1.81930 -2.12561
C 2.82162 -2.08636 -3.48109
C 2.03633 -0.90171 -4.05922
C 1.05235 -0.23090 -3.08698
C 1.03623 1.31531 -3.12302
C 1.33309 2.00414 -1.77190
C 0.38899 3.16697 -1.42310
C -0.75530 2.88888 -0.43846
S -2.28891 3.00200 -1.45781
O -2.42810 4.35612 -1.85553
O -2.29014 1.93372 -2.39981
F -3.39880 2.70968 -0.41561
O -0.87697 3.99282 0.48773
C -1.58962 3.54444 1.57315
O -2.05377 4.23801 2.41646
O -1.66112 2.19004 1.53030
C -0.66266 1.74071 0.59698
C 0.70148 1.75721 1.33354
C 0.63638 1.56945 2.84367
C 0.02120 0.25424 3.34770
S -1.48560 0.63397 4.27607
C -2.01490 -1.04385 4.57655
S -1.18283 -2.06834 5.50417
N -3.19520 -1.39800 3.93251
C -4.26017 -0.57774 3.59942
C -5.15997 -1.37922 3.00029
N -4.68775 -2.67172 2.90693
C -3.53039 -2.65464 3.47702
P -1.07528 0.02025 -0.03425
S -2.54851 -0.88957 0.81036
H 2.27782 -5.40612 0.11727
H 1.12690 -5.09488 -1.18893
H 1.23477 -3.97956 0.18634
H 3.39665 -2.29833 -0.03283
H 1.81621 -2.13022 -0.79457
H 3.47766 -0.74334 -1.92642
H 4.54410 -2.12237 -2.14954
H 2.19428 -2.97540 -3.42867
H 3.60562 -2.32006 -4.20375
H 1.45884 -1.28875 -4.90172
H 2.72408 -0.16913 -4.48527
H 1.25468 -0.55190 -2.06587
H 0.04596 -0.57831 -3.32495
H 0.07509 1.65736 -3.50724
H 1.78019 1.65430 -3.84452
H 1.40172 1.26484 -0.97869
H 2.32994 2.44253 -1.84023
H 0.91082 4.03781 -1.03296
H -0.05143 3.49289 -2.36559
H 1.19174 2.71111 1.13542
H 1.34363 0.98388 0.91421
H 0.15746 2.42081 3.32976
H 1.67549 1.59734 3.17560
H 0.70497 -0.23236 4.04158
H -0.18256 -0.45821 2.54792
H -4.28619 0.47238 3.82540
H -6.11609 -1.07200 2.61313
H -2.87561 -3.50080 3.58729
H 0.18444 -0.58656 0.07995
H -1.22705 0.21656 -1.40707